Computed, not measured: 3 unconnected molecules or ions with the total composition C11H22N3O3S in a non-equilibrium geometry, with ωB97M-V/def2-TZVPD.

Results
* spin multiplicity: 1
* orbital gap: 5.9 eV
* net charge: -1
* HOMO level: -4.2 eV

```
40
C11H22N3O3S ωB97M-V/def2-TZVPD
C 1.34334 0.19473 -2.58737
C 2.48506 -0.71197 -3.40634
C 2.56875 -0.22015 -5.00227
N 3.74169 -0.81919 -5.74793
S 5.25958 -0.04407 -5.36573
O 5.95935 -0.62137 -4.07989
O 5.19435 1.49814 -5.23639
O 6.35375 -0.42311 -6.66293
H 0.96550 -0.53033 -1.71735
H 1.82443 1.15035 -2.06795
H 0.43965 0.50125 -3.27214
H 2.10462 -1.82059 -3.44109
H 3.53055 -0.57327 -2.89742
H 1.58953 -0.68316 -5.50470
H 2.49604 0.96524 -5.09400
H 3.86782 -1.83301 -5.53455
C -0.69077 0.52542 1.68664
C 0.36694 1.30247 2.46386
C 1.51973 1.78435 1.58087
C 2.21665 0.59025 0.94934
N 2.79471 -0.40036 0.42540
H -0.27938 -0.38872 1.24717
H -1.50753 0.22654 2.35135
H -1.11311 1.13624 0.88043
H 0.75534 0.66551 3.26799
H -0.10626 2.16879 2.93929
H 2.24296 2.34658 2.18105
H 1.14846 2.44493 0.78989
C -4.77514 0.37980 4.79117
C -5.37922 -0.95640 4.37132
C -4.46566 -1.75604 3.44031
C -4.20721 -0.96344 2.16933
N -3.99278 -0.30587 1.11501
H -4.61298 1.03807 3.93186
H -5.44898 0.90251 5.47745
H -3.81544 0.23401 5.30026
H -6.34188 -0.77132 3.87916
H -5.58513 -1.55092 5.26833
H -4.93688 -2.70966 3.17967
H -3.51044 -1.97221 3.93091
```